*w*
Computed, not measured: an isolated molecule of C5H10N2S, with ωB97M-V with the def2-TZVPD basis set.

Structure (XYZ):
```
18
Properties=species:S:1:pos:R:3:lowdin_charge:R:1
C -3.01 0.59 0.24 -0.0110
C -2.13 -0.39 0.10 -0.1739
N -0.75 -0.37 -0.19 -0.1882
N -0.25 -1.69 -0.32 0.0530
C 0.09 0.71 -0.34 -0.7511
S -0.37 2.29 -0.19 0.7121
C 1.55 0.41 -0.60 -0.2818
C 2.32 0.22 0.71 -0.0891
H -4.04 0.29 0.46 0.0574
H -2.78 1.65 0.14 -0.0192
H -2.45 -1.43 0.23 0.1037
H 0.56 -1.84 0.31 0.0915
H 0.07 -1.83 -1.30 0.1092
H 1.69 -0.45 -1.23 0.0822
H 1.95 1.29 -1.13 0.1006
H 1.95 -0.62 1.29 0.0622
H 2.24 1.11 1.33 0.0753
H 3.36 0.05 0.49 0.0670
```

Values from the calculation:
Kohn-Sham gap in eV: 8.794
2S+1: 1
SMILES string: C=CN(N)C(=S)CC

---

*x*
Computed, not measured: an isolated molecule of C5H10N2S, with ωB97M-V with the def2-TZVPD basis set.

Structure (XYZ):
```
18
Properties=species:S:1:pos:R:3:lowdin_charge:R:1
N 0.97 -2.03 -0.59 0.0295
C 1.36 -0.76 -0.14 -0.3213
C 0.83 -0.31 1.20 -0.0636
C 0.34 0.40 -0.05 -0.5017
N 0.95 1.67 -0.31 0.0829
C -1.02 0.18 -0.69 -0.4587
C -2.14 0.80 0.09 -0.4682
S -2.29 -0.97 0.06 0.8123
H -0.05 -2.20 -0.40 0.0525
H 1.56 -2.78 -0.25 0.0738
H 2.40 -0.44 -0.34 0.1452
H 1.59 0.19 1.80 0.1023
H 0.12 -0.85 1.79 0.0884
H 0.37 2.40 0.08 0.0767
H 0.95 1.86 -1.31 0.0918
H -1.09 0.31 -1.77 0.1162
H -1.87 1.14 1.08 0.0677
H -3.00 1.38 -0.27 0.0742
```

Values from the calculation:
Kohn-Sham gap in eV: 9.111
2S+1: 1
SMILES string: N[C@@H]1C[C@]1(N)[C@@H]1CS1

---

*y*
Computed, not measured: an isolated molecule of C5H10N2S, with ωB97M-V with the def2-TZVPD basis set.

Structure (XYZ):
```
18
Properties=species:S:1:pos:R:3:lowdin_charge:R:1
H -0.89 2.92 -0.87 0.0406
N -0.08 2.54 -0.37 0.1181
C -0.31 1.34 0.07 -0.4564
C 0.67 0.63 1.01 -0.1305
C 1.22 -0.68 0.37 -0.4481
C 2.45 -0.34 -0.46 -0.0894
C 0.19 -1.44 -0.45 -0.4778
S -1.49 -1.13 0.09 0.8808
N -1.48 0.53 -0.11 -0.3381
H 1.56 1.29 1.11 0.1140
H 0.19 0.43 1.99 0.1230
H 1.58 -1.38 1.21 0.1531
H 2.85 -1.25 -0.94 0.0846
H 2.19 0.48 -1.18 0.1033
H 3.27 -0.11 0.19 0.0640
H 0.39 -2.52 -0.52 0.0900
H 0.22 -1.11 -1.52 0.0942
H -2.04 0.78 -0.91 0.0746
```

Values from the calculation:
Kohn-Sham gap in eV: 9.299
2S+1: 1
SMILES string: [H]/N=C1/C[C@H](C)CSN1

---

Which structure is the least stable? The one labeled *x*.